# 1
The following is a DFT calculation (wB97M-V/def2-TZVPD) of C23H15F3HfI2N7O3S4Sb as an isolated structure at a distorted geometry.

* ΔE to the lowest compared entry with this formula, charge and spin: 11.9 kcal per mole
* molecular weight: 1176.74 g mol⁻¹
* total charge: -2
* maximum force: 4.40 eV/A
* HOMO: -2.5 eV

```
59
Properties=species:S:1:pos:R:3:forces:R:3
Hf 8.399325 8.826265 9.837984 0.0 -0.5 0.0
I 14.925392 9.348808 14.400694 -0.1 0.1 -0.1
C 13.068180 9.476462 13.402352 1.6 0.6 1.2
C 12.569109 10.683025 13.028366 -0.1 0.8 -1.0
C 11.342366 10.712653 12.357198 0.0 1.1 0.3
I 10.441605 12.511693 11.892767 0.0 0.5 -0.2
C 10.597787 9.594438 12.104643 0.4 -2.4 0.5
O 9.431784 9.544202 11.521735 0.3 0.5 -0.1
C 11.191976 8.369368 12.612793 -4.1 -0.7 -1.3
C 10.204713 7.133163 12.490608 1.4 1.5 0.0
N 9.882592 6.755737 11.090397 0.3 1.3 1.8
C 11.100668 6.428669 10.378996 0.5 -1.6 0.5
C 11.891675 7.640306 9.951647 -1.1 0.3 0.5
C 13.256178 7.704473 10.189595 0.4 -1.8 -0.4
C 13.960424 8.782799 9.700062 0.0 0.3 0.2
C 13.233895 9.770611 9.051573 0.3 0.6 -0.9
C 11.862630 9.684100 8.908686 0.1 -1.9 2.1
N 11.180682 8.652725 9.464221 0.3 0.2 -1.2
C 12.350170 8.328206 13.277621 0.7 -2.5 0.5
H 13.121293 11.616607 13.108298 -0.1 -0.3 0.3
H 9.296765 7.468402 12.973811 -0.4 -0.1 0.0
H 10.629376 6.317943 13.091864 0.0 -0.2 -0.3
H 9.157690 6.053924 11.205813 0.3 -0.3 -0.9
H 10.884393 5.770351 9.529752 -0.1 0.4 -0.1
H 11.785117 5.825430 11.033332 -0.4 0.2 -0.3
H 13.669373 6.751912 10.621599 0.1 1.4 -0.3
H 15.036540 8.931332 9.808707 -0.3 -0.3 0.1
H 13.772327 10.588114 8.576502 -0.2 0.0 0.2
H 11.199428 10.386275 8.519539 -0.5 1.5 -1.0
H 12.710518 7.326878 13.636544 -0.2 1.2 -0.3
S 5.686392 12.696974 7.818778 -0.2 -0.2 0.1
Sb 6.471371 10.619554 7.268155 0.1 0.7 -0.1
S 6.024754 8.915708 8.809945 -0.2 -0.4 0.3
S 8.692062 10.783287 8.238068 0.7 -0.6 0.4
S 6.291458 10.014385 5.097296 0.1 -0.1 0.1
F 6.291396 5.783513 9.008635 -0.1 0.0 -0.7
C 7.434437 5.149966 8.795477 -0.7 -1.2 0.4
F 7.825275 4.750366 10.036629 0.6 0.0 0.3
F 7.202259 3.982974 8.145166 -0.2 0.7 -0.1
C 8.573035 5.961530 8.156139 1.1 -1.3 -0.6
O 9.321788 5.413125 7.368378 -0.5 -0.3 -0.2
O 8.792506 7.055725 8.708548 -0.5 2.6 0.8
N 6.635814 15.427085 11.589812 -0.1 0.4 -0.1
C 6.513990 14.289608 11.674952 0.3 0.2 -0.4
C 6.467884 12.897301 11.950406 0.4 -0.8 1.0
C 6.123678 12.575742 13.282290 0.2 -0.8 -2.1
C 6.120793 11.244216 13.656689 1.1 0.1 -0.3
C 6.626292 10.319177 12.763210 0.5 -0.3 -1.3
N 6.985266 10.650070 11.501721 0.5 -1.0 0.1
C 6.944309 11.891926 11.072319 -1.7 0.9 0.6
H 5.868451 13.370623 13.923152 -0.4 0.7 0.8
H 5.982566 10.953684 14.665919 -0.5 -0.2 0.8
H 6.814512 9.247166 12.972632 -0.4 0.9 0.2
H 7.085283 12.113713 10.015179 0.4 -0.1 0.2
N 5.356798 5.468578 14.882386 -0.1 -0.3 0.9
C 5.455102 6.016630 13.874105 0.3 0.2 -0.9
N 5.449065 6.582325 12.690784 -1.4 -0.7 1.1
C 6.370100 7.055465 12.005573 2.2 1.9 -2.8
N 7.069416 7.595281 11.200935 -0.7 -1.1 1.8
```
Forces are in eV/Å.

=====

# 2
The following is a DFT calculation (wB97M-V/def2-TZVPD) of a 2-piece molecular cluster, C5H8O overall.

* ΔE to the lowest compared entry with this formula, charge and spin: 95.8 kcal per mole
* structure (SMILES): O=CCC1C=C1.[H][H]
* molecular weight: 84.12 g mol⁻¹
* total charge: 0
* maximum force: 0.80 eV/A
* HOMO: -9.6 eV

```
14
Properties=species:S:1:pos:R:3:forces:R:3
O 0.672565 -1.065641 -1.860985 0.1 -0.4 0.7
C 0.512991 -1.293120 -0.682601 0.2 0.0 -0.5
C 1.067355 -0.478699 0.459454 0.0 0.0 -0.1
C -0.088516 0.307064 1.093740 0.2 0.0 0.2
C -1.098460 1.091627 0.308606 -0.2 -0.3 0.2
C -1.516565 -0.040187 0.772897 0.0 0.3 0.0
H -0.123184 -2.147207 -0.367141 0.0 0.1 0.0
H 1.894751 0.154513 0.119023 -0.3 0.0 0.0
H 1.467932 -1.175447 1.213245 -0.1 0.1 -0.2
H 0.142674 0.664421 2.099263 0.0 -0.1 0.0
H -1.307286 2.021631 -0.192346 0.0 -0.2 0.0
H -2.306432 -0.762137 0.893155 0.0 0.1 0.0
H 0.464009 1.006295 -2.053377 0.0 0.2 0.0
H 0.217391 1.673697 -1.835295 0.1 0.1 -0.1
```
Forces are in eV/Å.

=====

# 3
The following is a DFT calculation (wB97M-V/def2-TZVPD) of C26H21KN11O2PS as an isolated structure.

* ΔE to the lowest compared entry with this formula, charge and spin: 10.2 kcal per mole
* molecular weight: 621.67 g mol⁻¹
* total charge: -2
* maximum force: 0.62 eV/A
* HOMO: -2.2 eV

```
63
Properties=species:S:1:pos:R:3:forces:R:3
K -3.285692 0.295406 0.276538 -0.2 0.2 0.1
O -3.623357 -3.426137 -2.569099 -0.2 0.1 0.0
C -3.208225 -2.307945 -2.238035 0.4 -0.4 -0.1
O -3.257186 -1.747815 -1.113298 -0.1 -0.1 -0.2
C -2.476929 -1.515335 -3.364080 -0.1 0.0 -0.1
P -1.509009 -0.126012 -2.671310 -0.1 0.0 0.2
C -0.807225 0.705945 -4.149271 0.0 0.1 0.0
C -0.874923 0.241687 -5.460565 0.0 0.0 0.0
C -0.320758 0.974850 -6.503354 0.0 0.0 0.0
C 0.314679 2.180404 -6.246769 0.0 0.0 0.0
C 0.379456 2.659565 -4.943920 0.0 0.0 0.0
C -0.188416 1.936192 -3.906728 0.0 0.0 0.0
C 0.004596 -0.986699 -2.066457 0.0 0.0 0.0
C 1.128311 -1.239764 -2.853021 0.0 0.0 0.0
C 2.253262 -1.847025 -2.310997 0.0 0.0 0.0
C 2.278307 -2.209949 -0.970414 0.0 0.0 0.0
C 1.166022 -1.965657 -0.179048 -0.1 0.0 0.0
C 0.041375 -1.361715 -0.724504 0.0 -0.1 0.0
H -3.253595 -1.089846 -4.007368 0.0 0.0 0.0
H -1.893961 -2.214749 -3.966383 0.0 0.0 0.0
H -1.361780 -0.702685 -5.670035 0.0 0.0 0.0
H -0.385902 0.598358 -7.517907 0.0 0.0 0.0
H 0.747818 2.751798 -7.059445 0.0 0.0 0.0
H 0.857254 3.609086 -4.735467 0.0 0.0 0.0
H -0.174572 2.330396 -2.894667 0.0 0.0 0.0
H 1.133093 -0.949651 -3.897060 0.0 0.0 0.0
H 3.116223 -2.032435 -2.940631 0.0 0.0 0.0
H 3.159709 -2.676937 -0.545458 0.0 0.0 0.0
H 1.168310 -2.233882 0.871825 0.0 0.0 0.0
H -0.817803 -1.181974 -0.095511 0.0 0.0 0.0
N -3.133471 3.259009 3.045260 0.0 0.1 0.1
C -2.330003 3.423133 1.914686 0.1 0.0 -0.1
N -1.296959 4.266831 1.925341 -0.1 -0.1 0.1
N -0.795732 4.186086 0.684447 0.1 0.0 -0.1
N -1.485413 3.338650 -0.016353 0.0 0.0 -0.1
N -2.491123 2.836441 0.734001 0.0 0.2 0.1
C -3.611736 2.016349 3.474288 0.0 -0.2 0.0
N -3.633891 1.709603 4.769302 0.0 0.1 0.0
N -4.167428 0.477246 4.803167 0.0 0.0 0.1
N -4.436450 0.079929 3.599929 0.0 -0.1 -0.1
N -4.103423 1.044928 2.712422 -0.1 0.2 0.2
H -2.727335 3.752231 3.827459 0.0 0.0 0.0
S 2.536481 0.076983 4.789162 0.0 0.0 0.0
C 1.086384 0.206404 3.746722 0.0 0.0 0.0
C 1.076240 1.074917 2.668562 0.1 0.0 0.0
C -0.025422 1.066834 1.826107 0.0 0.0 0.0
N -1.074380 0.270463 2.018949 0.1 0.0 0.1
C -1.088380 -0.504050 3.099679 -0.1 0.0 0.0
C -0.027098 -0.581911 3.991102 0.0 0.0 0.0
C 3.452092 -1.059026 3.759022 0.0 0.0 0.0
C 3.353749 -2.431585 3.943862 0.0 0.0 0.0
C 4.075967 -3.269469 3.108036 0.0 0.0 0.0
N 4.868949 -2.838728 2.129464 0.0 0.0 0.0
C 4.949607 -1.521402 1.958463 0.0 0.0 0.0
C 4.272657 -0.596993 2.739348 0.0 0.0 0.0
H 1.904681 1.741785 2.472320 0.0 0.0 0.0
H -0.072419 1.729589 0.968052 0.0 0.0 0.0
H -1.992840 -1.080938 3.266357 0.0 0.0 0.0
H -0.075072 -1.238783 4.848537 0.0 0.0 0.0
H 2.716773 -2.840242 4.716406 0.0 0.0 0.0
H 4.007137 -4.345040 3.232558 0.0 0.0 0.0
H 5.586969 -1.178870 1.150091 0.0 0.0 0.0
H 4.371806 0.462150 2.545695 0.0 0.0 0.0
```
Forces are in eV/Å.

=====

# 4
The following is a DFT calculation (wB97M-V/def2-TZVPD) of C12H27N5OPS3SeTi as an isolated structure.

* molecular weight: 511.38 g mol⁻¹
* total charge: +2
* maximum force: 0.28 eV/A
* multiplicity: 2
* HOMO (spin up / spin down): -13.4 / -13.8 eV

```
51
Properties=species:S:1:pos:R:3:forces:R:3
Ti -0.014800 0.817235 0.144682 0.0 0.0 0.3
C 0.513504 4.610654 -0.277861 0.0 0.1 0.0
P 1.313102 3.090192 0.319187 0.1 0.0 -0.1
C 1.987220 3.590252 1.929792 0.0 0.1 0.0
C 2.786062 2.948999 -0.736218 0.1 0.0 0.1
H 1.220498 5.440268 -0.231557 0.0 0.0 0.0
H -0.354725 4.862003 0.332065 0.0 0.0 0.0
H 0.191696 4.498075 -1.313180 0.0 0.0 0.0
H 2.561722 4.510659 1.816509 0.0 0.0 0.0
H 2.635962 2.807480 2.316684 0.0 0.0 0.0
H 1.188957 3.766563 2.651448 0.0 0.0 0.0
H 3.339890 3.888760 -0.745935 0.0 0.0 0.0
H 2.499968 2.684594 -1.753009 0.0 0.0 0.0
H 3.433367 2.160628 -0.350454 0.0 0.0 0.0
C -0.856020 -4.420214 1.591962 -0.1 0.1 0.1
N -1.192247 -3.269128 2.428509 0.1 0.0 0.0
C -1.428860 -3.315653 3.787581 0.0 0.0 0.0
C -1.733165 -2.062289 4.181149 0.0 0.0 -0.1
N -1.680557 -1.264059 3.054280 0.0 0.0 0.0
C -1.990639 0.154572 3.020455 0.0 0.0 0.0
C -1.341291 -2.011185 1.990049 -0.1 0.0 0.0
Se -1.211755 -1.498439 0.186134 -0.2 -0.1 0.0
H -0.691767 -5.272723 2.243629 0.0 0.0 0.0
H 0.047030 -4.204729 1.026861 0.0 0.0 0.0
H -1.675024 -4.632190 0.908478 0.0 0.0 0.0
H -1.368872 -4.234747 4.342273 0.0 0.0 0.0
H -1.987147 -1.666502 5.147948 0.0 0.0 0.0
H -2.373942 0.447489 3.993963 0.0 0.0 0.0
H -2.736433 0.353366 2.253239 0.0 0.0 0.0
H -1.084658 0.736257 2.834755 0.0 0.0 0.0
N 3.814648 -1.406156 1.845368 0.0 0.0 0.0
C 2.618894 -1.222345 1.298431 0.0 -0.1 0.1
N 2.202588 -2.042581 0.349578 0.1 0.0 0.0
S 1.671886 0.091952 1.902257 0.0 0.1 -0.1
H 4.415145 -2.172276 1.582976 0.0 0.0 0.0
H 4.130524 -0.780631 2.567374 0.0 0.0 0.0
H 2.791465 -2.771905 -0.022192 0.0 0.0 0.0
H 1.287033 -1.906052 -0.057469 -0.1 0.0 0.0
S 0.444645 -0.936263 -3.963028 0.0 0.0 0.0
C 0.679891 -0.237002 -2.578208 0.0 0.0 0.0
N 0.837987 0.306493 -1.519706 0.0 0.0 -0.2
C -4.117968 2.460079 -0.798619 -0.1 0.0 0.0
S -2.410634 2.743781 -1.188619 0.2 0.0 0.1
C -2.304796 1.950254 -2.779564 0.0 0.0 0.0
O -1.676008 1.776382 -0.219995 -0.1 0.1 0.0
H -4.283309 1.384693 -0.750717 0.0 0.0 0.0
H -4.711581 2.914712 -1.592796 0.0 0.0 0.0
H -4.339271 2.947953 0.147726 0.0 0.0 0.0
H -2.599867 2.688629 -3.525468 -0.1 0.0 0.0
H -2.941163 1.068334 -2.816506 0.0 0.0 0.0
H -1.260684 1.679762 -2.933641 0.0 0.0 0.0
```
Forces are in eV/Å.